Entry 1:
The following is a quantum chemistry calculation of a single C4H8O2 molecule at a distorted geometry, from the Open Molecules 2025 dataset.

Results
**ΔE to the lowest compared entry with this formula, charge and spin**: 4.807 eV
**Energy**: -8368.475 eV
**Highest occupied orbital energy**: -8.6 eV
**2S+1**: 1
**E_LUMO**: 0.3 eV

Atoms and positions in Å:
C  1.66856  0.45600  -0.17002
C  0.44492  -0.40154  0.07008
O  0.25733  -0.38454  1.50298
C  -1.01064  -0.62662  1.74711
C  -0.73790  0.33417  -0.65194
O  -2.03475  -0.21890  -0.73095
H  1.46866  1.46278  0.21468
H  1.86670  0.51546  -1.24086
H  2.54826  0.06797  0.34515
H  0.55618  -1.44104  -0.27281
H  -1.27991  -1.50052  1.08701
H  -0.39341  0.36090  -1.68014
H  -0.78738  1.36367  -0.26393
H  -2.56662  0.01218  0.04362

Entry 2:
The following is a quantum chemistry calculation of a molecular structure, C14H8Cl2F6N4O6PtS3 at a distorted geometry, from the Open Molecules 2025 dataset.

Results
**ΔE to the lowest compared entry with this formula, charge and spin**: 28.683 eV
**Energy**: -109966.905 eV
**Highest occupied orbital energy (alpha / beta)**: -6.4 / -5.4 eV
**2S+1**: 1
**E_LUMO (alpha / beta)**: -1.8 / -1.8 eV

Atoms and positions in Å:
Pt  0.30955  1.06000  0.36131
N  -3.42380  -0.31651  -0.45473
C  -2.90554  -1.59997  -0.37257
C  -3.49460  -2.85532  -0.48391
C  -2.65595  -3.94189  -0.35588
C  -1.27664  -3.79320  -0.12769
C  -0.69336  -2.55158  -0.02013
C  -1.53507  -1.44832  -0.13803
N  -1.26473  -0.09793  -0.06782
C  -2.39993  0.54496  -0.26872
C  -2.32655  2.00083  -0.31675
C  -3.23556  3.00530  -0.35444
S  -2.43924  4.52168  -0.34098
C  -0.92308  3.74328  -0.30283
N  -1.01366  2.44728  -0.29267
H  -4.39362  -0.07811  -0.56512
H  -4.55582  -2.97296  -0.65561
H  -3.07129  -4.93757  -0.43011
H  -0.66565  -4.67898  -0.02447
H  0.35986  -2.40784  0.17979
H  -4.31024  2.94419  -0.36323
H  0.02121  4.26564  -0.27240
F  -0.68613  -1.91588  2.80728
C  -0.27048  -0.67638  3.06057
F  -0.10303  -0.54268  4.35933
F  -1.24886  0.16268  2.65490
S  2.22323  0.47902  2.74368
O  1.43090  1.54099  3.28570
O  2.73172  -0.50341  3.64108
N  1.58940  -0.15218  1.37730
S  2.78561  1.05492  0.53017
O  1.93078  2.27285  0.79287
O  3.55574  1.14439  1.91441
C  4.54324  -0.21914  -0.79456
F  2.32228  -0.85848  -1.08203
F  5.17312  -0.91862  -1.80747
F  5.51659  -0.21977  0.12442
Cl  3.16089  0.31112  -0.79524
C  3.12853  1.16581  -1.98299
Cl  2.83235  2.86580  -2.24310
C  0.66484  0.44742  -3.29880
O  0.88109  0.99186  -4.29786
O  0.40692  -0.11862  -2.31959
H  3.32498  0.83531  -3.00307

Entry 3:
The following is a quantum chemistry calculation of a single C19H21NO5 molecule, from the Open Molecules 2025 dataset.

Results
**ΔE to the lowest compared entry with this formula, charge and spin**: 1.447 eV
**Energy**: -31771.718 eV
**Highest occupied orbital energy**: -8.4 eV
**2S+1**: 1
**SMILES**: COc1ccccc1OCCC(=O)OCC(=O)NCc1ccccc1
**E_LUMO**: 0.7 eV

Atoms and positions in Å:
C  -2.07779  -0.62233  2.63094
O  -0.81924  -0.56296  2.00507
C  -0.30068  0.66489  1.72335
C  -0.96353  1.86889  1.89200
C  -0.33505  3.06562  1.58217
C  0.95841  3.06852  1.10744
C  1.63806  1.87058  0.93793
C  1.02409  0.66960  1.24092
O  1.61434  -0.56562  1.10880
C  3.01471  -0.65862  1.24891
C  3.74900  -0.69996  -0.10360
C  3.30073  -1.94973  -0.82779
O  3.71603  -3.05590  -0.61522
O  2.33094  -1.65514  -1.69735
C  1.68514  -2.72705  -2.37241
C  0.16287  -2.60862  -2.26267
O  -0.56105  -3.06178  -3.12394
N  -0.27370  -2.00083  -1.14872
C  -1.66672  -1.68397  -0.96032
C  -1.95289  -0.20356  -1.00774
C  -3.20026  0.25900  -0.60397
C  -3.49510  1.60970  -0.63384
C  -2.54536  2.51760  -1.07099
C  -1.30642  2.06422  -1.48604
C  -1.01180  0.71226  -1.45599
H  -2.26681  -1.67942  2.81259
H  -2.86460  -0.21468  1.98850
H  -2.07505  -0.08820  3.58658
H  -1.97393  1.88793  2.26597
H  -0.86802  3.99358  1.71928
H  1.45169  3.99732  0.86617
H  2.65168  1.88770  0.56900
H  3.39758  0.16607  1.85993
H  3.20029  -1.60245  1.77332
H  3.50357  0.17323  -0.70633
H  4.82130  -0.75146  0.08004
H  2.01541  -3.68186  -1.94543
H  1.95891  -2.70079  -3.43096
H  0.37679  -1.63326  -0.46654
H  -2.00425  -2.09244  -0.00209
H  -2.21186  -2.18921  -1.76596
H  -3.94772  -0.45043  -0.27520
H  -4.46882  1.95476  -0.31676
H  -2.77325  3.57273  -1.09270
H  -0.56345  2.76580  -1.83483
H  -0.04422  0.37027  -1.79153

Q: Which value of energy does entry 1 give?
A: -8368.475 eV